No. 1
A molecular structure, C19H19ClN3O3PtS at a distorted geometry. Source: the OMol25 dataset; level of theory: the ωB97M-V functional and the def2-TZVPD basis.

Properties
E_LUMO (eV): -2.9
Charge: +1
Frontier orbital gap (eV): 8.525
Energy (eV): -57219.1711

```
47
Properties=species:S:1:pos:R:3:forces:R:3:nbo_charge:R:1
Pt 1.725 0.170 -0.921 -0.3561 0.6030 1.1272 0.9792
O 3.554 0.423 -0.254 -0.0183 0.5161 0.1056 -0.4935
N 3.752 0.049 0.979 -0.0818 -0.3736 -0.1069 0.1747
N 2.789 -0.555 1.506 0.0860 0.1646 0.0989 0.1761
O 1.604 -0.701 0.925 0.1372 -0.7050 -0.5628 -0.5673
C 2.932 -1.090 2.843 -0.0571 0.0250 0.0187 0.1488
C 4.049 -0.769 3.599 0.0068 0.0013 -0.0102 -0.2298
C 4.156 -1.302 4.872 -0.0015 -0.0023 0.0011 -0.1909
C 3.163 -2.135 5.372 0.0013 -0.0029 -0.0002 -0.1850
C 2.055 -2.439 4.597 0.0023 -0.0001 0.0010 -0.1940
C 1.928 -1.915 3.319 -0.0013 0.0095 -0.0074 -0.2304
H 4.815 -0.120 3.202 -0.0018 0.0021 0.0020 0.2448
H 5.019 -1.061 5.477 0.0010 -0.0002 -0.0013 0.2297
H 3.255 -2.546 6.368 0.0001 -0.0001 0.0000 0.2280
H 1.281 -3.087 4.984 0.0007 -0.0019 -0.0015 0.2269
H 1.073 -2.138 2.700 -0.0033 -0.0027 0.0056 0.2470
Cl 0.121 5.339 -2.073 -0.0065 0.0081 0.0002 0.0656
C 1.264 4.093 -2.387 -0.0093 -0.0151 -0.0174 -0.0670
C 2.400 4.334 -3.141 -0.0066 0.0150 -0.0046 -0.1542
C 3.281 3.287 -3.348 -0.0007 -0.0100 -0.0109 -0.2190
C 3.003 2.048 -2.806 -0.0495 -0.0114 -0.0519 0.0554
N 1.895 1.825 -2.083 0.3309 -0.2493 -0.6071 -0.4429
C 1.039 2.833 -1.867 0.0329 0.0124 -0.0586 0.0148
H 2.586 5.318 -3.548 0.0005 0.0001 0.0013 0.2522
H 4.183 3.426 -3.925 0.0034 -0.0012 0.0047 0.2501
H 3.670 1.208 -2.931 -0.0050 -0.0100 0.0086 0.2369
H 0.170 2.631 -1.261 0.0082 -0.0011 0.0239 0.2320
C -6.049 -1.849 0.921 0.0002 -0.0004 -0.0062 -0.6385
C -4.872 -1.301 0.168 -0.0025 0.0061 0.0044 0.0308
C -4.798 0.050 -0.157 0.0016 -0.0044 0.0067 -0.1976
C -3.693 0.563 -0.820 0.0044 -0.0002 0.0035 -0.2147
C -2.667 -0.298 -1.178 0.0033 0.0130 0.0065 -0.2241
C -2.710 -1.651 -0.865 0.0000 -0.0066 0.0002 -0.2144
C -3.813 -2.139 -0.192 0.0063 -0.0006 0.0010 -0.1898
S -1.295 0.375 -2.059 -0.0455 -0.0066 0.0150 1.2445
C -1.638 -0.230 -3.703 -0.0116 -0.0059 0.0125 -0.8022
O -0.090 -0.485 -1.645 0.0284 0.0395 0.0090 -0.9587
H -6.914 -1.193 0.840 -0.0001 0.0002 0.0004 0.2273
H -5.806 -1.951 1.981 -0.0003 -0.0001 0.0002 0.2369
H -6.327 -2.836 0.553 -0.0007 0.0003 -0.0004 0.2309
H -5.607 0.712 0.121 0.0000 0.0000 -0.0003 0.2271
H -3.634 1.620 -1.052 -0.0013 -0.0008 -0.0032 0.2281
H -1.885 -2.301 -1.128 0.0001 0.0007 -0.0007 0.2410
H -3.859 -3.191 0.063 -0.0018 -0.0008 -0.0029 0.2263
H -1.691 -1.317 -3.664 0.0047 -0.0004 -0.0023 0.2540
H -0.828 0.100 -4.351 0.0014 -0.0057 -0.0012 0.2507
H -2.586 0.194 -4.029 0.0008 0.0026 0.0001 0.2540
```
Forces are in eV/Å.

---

No. 2
2 unconnected molecules or ions with the total composition C2H2N2O2S at a distorted geometry. Source: the OMol25 dataset; level of theory: the ωB97M-V functional and the def2-TZVPD basis.

Properties
E_LUMO (spin up / spin down) (eV): -1.4 / -1.8
Charge: 0
Frontier orbital gap (spin up / spin down) (eV): 8.999 / 6.669
Energy (eV): -20010.7221

```
9
Properties=species:S:1:pos:R:3:forces:R:3:nbo_charge:R:1
C 1.137 -1.165 0.068 0.1680 -3.7172 1.5431 0.1706
C 1.181 0.037 -0.562 -0.6102 1.4738 -0.6107 -0.4798
N 1.127 -2.237 0.568 0.0076 2.3350 -0.9318 -0.2776
N -1.812 0.123 -0.057 -0.0730 -1.8559 -1.1233 0.5206
O -2.792 -0.399 -0.472 -0.3370 -0.1901 -0.1196 -0.2687
O -1.594 1.109 0.510 -0.5190 1.8863 1.3436 -0.2694
S 1.013 1.533 0.236 1.5070 1.1764 -2.0896 0.2497
H 0.915 0.106 -1.582 0.2764 -0.3114 -1.1503 0.2402
H 0.825 0.893 1.290 -0.4198 -0.7969 3.1387 0.1144
```
Forces are in eV/Å.

---

No. 3
14 unconnected molecules or ions with the total composition C42H98N14O14 at a distorted geometry. Source: the OMol25 dataset; level of theory: the ωB97M-V functional and the def2-TZVPD basis.

Properties
E_LUMO (eV): 0.0
Charge: 0
Frontier orbital gap (eV): 8.562
Energy (eV): -94672.9382

```
168
Properties=species:S:1:pos:R:3:forces:R:3:mulliken_charge:R:1
C 5.517 24.647 8.919 -0.1503 -1.2871 1.0143 -0.0863
C 4.476 23.514 9.114 -1.1383 0.7506 1.7977 0.5745
O 4.310 22.964 10.204 0.9479 -0.1054 -0.3122 -0.7338
N 3.646 23.263 8.092 -0.6757 0.7592 -1.1365 0.0808
C 2.605 22.217 7.950 1.3907 0.3729 0.1405 -0.8788
H 5.284 25.513 8.299 -0.1207 -0.5386 -0.3682 -0.2742
H 6.405 24.095 8.612 0.2412 0.4526 -0.3868 0.4303
H 5.707 25.026 9.923 0.0534 0.0347 -0.2068 -0.0480
H 3.591 24.104 7.534 -0.1899 -0.5081 -0.7613 0.0644
H 1.654 22.370 8.461 0.0920 0.4504 0.0659 0.1843
H 3.045 21.308 8.361 -0.1321 -0.0775 -0.2234 0.3461
H 2.451 22.128 6.874 -0.1411 -0.2868 0.1583 0.3577
C -2.496 24.121 0.791 0.3552 -0.8829 -0.0553 -1.2265
C -1.938 25.489 1.097 -1.9698 2.4344 -2.3116 0.7328
O -2.053 26.395 0.240 0.7704 -1.4080 0.5124 -0.6703
N -1.458 25.841 2.288 1.2950 0.6258 2.9431 0.1017
C -0.922 27.218 2.625 -0.9908 -1.6882 -1.4919 -0.1631
H -1.708 23.378 0.667 0.3570 0.0197 0.3509 0.2677
H -2.994 24.085 -0.178 -0.0751 0.6554 0.1378 0.3044
H -3.186 23.705 1.524 0.0638 0.2765 0.2757 0.3880
H -1.764 25.444 3.165 -0.0357 -0.9989 -0.5828 0.1800
H -0.313 27.495 1.764 -0.3472 0.4039 0.2811 -0.2820
H -0.321 27.178 3.534 -0.2548 0.0077 -0.1060 -0.0914
H -1.822 27.827 2.715 0.5003 0.6357 0.0841 0.5531
C 0.240 23.682 -2.126 -0.1226 0.1723 0.2302 -1.3384
C 0.714 23.612 -0.650 2.0277 -2.5862 -0.3666 0.6214
O 0.977 22.465 -0.217 -1.0095 2.1090 0.0859 -0.6847
N 0.978 24.758 0.032 -0.5330 -0.2535 -0.0145 1.0996
C 1.388 24.912 1.446 -0.2101 -0.7609 -0.7399 -0.5652
H 0.601 22.864 -2.749 0.3174 -0.4101 0.7586 0.4299
H 0.530 24.543 -2.729 -0.3288 0.5727 0.5721 0.2447
H -0.840 23.536 -2.104 -0.1376 0.4230 -0.1401 0.2464
H 0.929 25.589 -0.540 0.0721 0.2720 0.1691 -0.2284
H 2.340 24.440 1.689 0.5077 0.4530 -0.5721 0.2244
H 0.747 24.401 2.165 -0.6298 0.1346 -0.3939 0.5136
H 1.342 25.985 1.630 0.4086 -0.2248 0.3043 -0.5252
C 6.075 29.669 1.892 -0.0587 0.0800 -0.2887 -0.1339
C 5.632 30.067 0.533 -1.7486 0.1688 -0.1786 0.2979
O 4.730 29.448 -0.039 0.9542 0.8503 -0.4767 -0.3798
N 6.212 31.223 0.121 -0.0876 0.3623 0.0946 -0.1781
C 6.009 31.833 -1.190 0.7497 -0.5115 0.3207 -0.8797
H 5.266 29.091 2.340 0.4455 0.0180 0.1415 -0.4422
H 6.238 30.615 2.409 0.3513 -0.4860 0.6368 0.5108
H 6.977 29.088 1.703 0.1375 -0.0785 0.7496 0.2637
H 6.847 31.640 0.786 -0.0936 0.0328 -0.3787 0.2146
H 4.952 32.025 -1.377 0.1142 -0.4201 -0.2828 0.2144
H 6.531 31.141 -1.850 -0.7780 0.1681 -0.8269 0.3044
H 6.538 32.780 -1.299 -0.0003 -0.0063 0.4855 0.3539
C 7.258 27.881 8.523 0.4018 0.7252 -0.8964 -0.5989
C 8.100 27.522 7.256 1.7873 0.0610 -0.3776 0.5901
O 9.344 27.495 7.314 -1.8919 -0.2217 0.1541 -0.7220
N 7.437 27.374 6.051 1.0641 0.6884 2.3440 0.1511
C 8.136 27.237 4.783 -1.7339 -0.0775 -0.8906 -0.8969
H 7.100 27.171 9.335 -0.0503 -0.6030 -0.6495 0.3502
H 6.325 28.335 8.189 -0.3227 -0.2436 0.2171 -0.0132
H 7.795 28.678 9.038 0.2653 0.0903 -0.3283 0.3178
H 6.455 27.606 6.109 0.1142 -0.4753 -0.6762 0.1112
H 7.906 26.272 4.333 0.9161 -0.7107 0.5287 0.3154
H 9.182 27.541 4.748 -0.2534 -0.2664 0.4862 0.3902
H 7.564 27.785 4.034 0.1575 0.9627 0.1140 0.1042
C 5.501 20.836 1.554 1.2648 0.0154 0.0626 -1.1142
C 5.432 21.722 2.771 -2.1999 -0.5458 0.2524 0.7726
O 5.456 21.213 3.886 0.8341 0.6138 0.1295 -0.6724
N 5.069 23.005 2.523 0.6085 -1.1424 -0.5089 0.3207
C 4.958 24.016 3.491 -0.5336 1.2222 1.3763 -0.9422
H 4.689 20.928 0.832 -0.2281 -0.0788 0.3930 0.2640
H 5.672 19.850 1.986 -0.3942 -0.1426 -0.5161 0.3326
H 6.401 21.106 1.001 0.1517 -0.0291 -0.1596 0.2757
H 4.792 23.181 1.568 0.1576 0.4590 -0.2374 0.1538
H 5.848 24.631 3.625 0.1051 0.2905 -0.4636 0.3183
H 4.762 23.715 4.520 -0.0176 -0.9319 -0.1313 0.4084
H 4.087 24.635 3.274 0.1825 0.3819 -0.2468 0.0281
C 3.226 31.587 6.937 -0.1207 -0.0583 -0.0412 -0.8328
C 2.524 31.659 5.580 0.0737 -0.1481 0.3558 0.5463
O 2.907 30.960 4.658 -0.5660 0.4357 -0.2403 -0.5210
N 1.499 32.585 5.503 -0.0723 -0.7292 -0.2941 -0.1634
C 0.649 32.777 4.309 0.9771 -0.0027 0.2011 -0.8066
H 4.193 31.089 6.885 0.1998 0.5278 -0.6113 0.2882
H 2.748 30.912 7.647 -0.7802 0.3020 -0.0167 -0.1541
H 3.295 32.601 7.331 0.1977 -0.1964 0.3596 0.5742
H 1.173 33.007 6.361 0.2090 -0.1705 -0.1439 0.2276
H 1.314 32.983 3.470 -0.0879 0.2047 -0.0527 0.2639
H 0.008 33.638 4.499 0.0339 -0.1298 -0.1230 0.3675
H 0.059 31.912 4.003 -0.0523 -0.1589 0.4627 0.2150
C 3.825 24.220 -2.533 -0.3620 -0.3494 -0.5438 -1.3421
C 4.177 24.561 -1.120 -0.2646 -0.3726 0.2357 0.5402
O 4.401 23.611 -0.383 0.2627 0.0855 1.0856 -0.6791
N 4.251 25.859 -0.778 -1.6309 -1.3403 -2.0249 0.0614
C 4.498 26.412 0.478 2.4716 0.7938 1.5899 -0.2584
H 3.320 23.254 -2.499 0.0818 -0.0156 0.1328 0.3307
H 4.756 24.046 -3.072 -0.0637 0.2420 -0.2668 0.3853
H 3.140 24.889 -3.053 0.3773 0.3961 0.0174 0.2761
H 4.060 26.485 -1.547 -0.2137 0.1886 0.3745 0.2774
H 5.481 26.835 0.271 0.2056 0.8908 1.0233 0.5721
H 4.698 25.739 1.312 -0.3508 -0.7153 -0.5300 -0.2152
H 3.862 27.193 0.895 -0.4532 -0.0346 -0.8170 -0.1584
C -0.591 29.133 7.643 0.1307 0.5270 1.4592 -1.0373
C -0.384 28.094 6.589 -0.7499 -0.5207 0.4232 0.7482
O -0.089 28.447 5.453 0.3608 -0.6042 -0.1960 -0.4200
N -0.558 26.815 7.022 0.2149 1.2108 0.0352 0.1908
C -0.386 25.638 6.229 0.1748 0.2366 -0.1994 -0.6158
H 0.387 29.402 8.043 0.3559 0.4338 -0.4625 0.0106
H -1.048 28.833 8.586 -0.4996 -0.5987 -0.2830 0.3288
H -1.120 30.022 7.302 0.2798 -0.1410 -0.3282 0.3484
H -0.816 26.667 7.987 0.1571 0.2028 0.1142 0.2064
H -0.894 25.854 5.289 0.0384 -0.7533 -0.1670 -0.0292
H -0.776 24.793 6.797 -0.3769 0.0219 -0.3522 0.3709
H 0.663 25.400 6.052 0.1821 0.1426 -0.2752 0.2052
C 0.945 24.516 10.388 -1.4561 0.3271 0.1480 -0.4239
C -0.505 24.989 10.108 1.4951 -0.4936 -0.7071 0.6372
O -0.702 26.087 9.609 -0.3769 0.1333 0.2859 -0.8019
N -1.482 24.091 10.353 -1.4784 1.5866 -0.6869 -0.2023
C -2.929 24.525 10.068 0.8555 -0.5658 1.3623 -0.8520
H 1.632 25.070 9.749 -0.0486 -0.0291 0.2151 -0.2639
H 1.040 23.442 10.231 0.1440 0.1178 0.2047 0.2938
H 1.082 24.774 11.438 0.5848 -0.1488 0.0528 0.2814
H -1.216 23.385 11.024 -0.6951 -0.2134 -0.2114 0.2676
H -3.520 24.081 10.869 -0.2201 -0.3557 -0.4331 0.3687
H -3.296 24.286 9.070 0.3722 -0.5639 0.1355 0.2609
H -3.127 25.592 10.175 0.8742 0.1056 0.1296 0.2812
C 3.237 27.676 4.015 -1.6454 0.7204 0.2198 0.6062
C 3.873 27.496 5.387 -3.7229 1.7330 -1.4147 0.5649
O 4.822 26.822 5.525 3.9597 -2.2971 1.0664 -0.7518
N 3.097 27.976 6.388 0.2382 1.0712 -0.7360 1.0293
C 3.239 27.709 7.812 -1.6112 -0.9606 -1.4197 -0.2684
H 3.788 27.869 3.094 0.6016 -0.5065 0.5588 -1.0824
H 2.487 28.466 4.048 0.0845 0.3428 0.0962 0.1359
H 2.595 26.799 3.927 0.2520 -0.4400 -0.4543 0.0887
H 2.193 28.284 6.061 -0.0067 0.3209 0.1694 -0.5974
H 4.221 27.284 8.019 -0.2679 0.5349 0.4412 -0.4018
H 2.443 26.970 7.901 0.3065 -0.7521 1.1152 0.3524
H 2.808 28.540 8.370 1.0208 0.2600 0.3158 -0.0239
C 2.170 29.728 -2.033 -0.1584 -1.1095 1.4776 -1.3473
C 1.814 28.489 -1.078 0.8090 -0.3315 -2.3991 0.8328
O 1.935 27.358 -1.585 -0.4368 0.9116 0.9182 -0.6323
N 1.390 28.655 0.193 -0.0351 -0.6268 -1.7230 0.4897
C 1.253 29.869 0.893 -0.0576 1.2997 0.8071 -1.2889
H 1.248 30.259 -2.271 0.1400 0.2605 0.1483 0.3867
H 2.622 29.377 -2.961 -0.3127 -0.4782 0.2049 0.3334
H 2.945 30.337 -1.568 -0.3687 0.2787 0.2040 0.1884
H 1.072 27.815 0.654 0.2337 0.0433 -0.2426 -0.2632
H 0.243 29.997 1.283 0.0156 -0.3513 0.4944 0.3823
H 1.350 30.774 0.293 0.4858 -0.3608 -0.4046 0.3961
H 2.024 29.869 1.663 -0.2912 0.5514 0.4034 0.3459
C 6.499 29.644 11.687 0.0750 -0.4725 0.5434 -0.5115
C 5.417 30.682 11.824 1.3387 0.8332 -0.0864 0.5843
O 5.421 31.469 12.769 -0.8052 -0.5469 -0.9149 -0.6690
N 4.658 30.804 10.697 -1.7013 1.3581 0.0312 0.0310
C 3.686 31.923 10.586 -0.5433 -0.2595 1.2221 -0.9106
H 6.957 29.649 10.698 -0.1371 0.0736 0.1076 0.0165
H 6.097 28.648 11.874 0.0101 -0.1285 -0.0855 0.0557
H 7.249 29.863 12.448 -0.0308 -0.0839 -0.1125 0.3673
H 4.538 30.010 10.085 0.2111 0.0581 0.1671 0.1974
H 3.005 31.895 9.736 0.9478 -0.0869 -0.5501 0.2008
H 4.138 32.894 10.791 0.5105 -0.0886 -0.8159 0.3532
H 2.937 31.954 11.378 0.0654 -0.7443 0.6432 0.3321
C 3.096 27.366 13.024 0.3117 -0.4194 -0.6453 -1.4783
C 3.918 26.526 12.039 0.9609 0.0044 -0.5276 0.6423
O 4.240 26.897 10.897 -0.7030 0.2841 1.0422 -0.3079
N 4.405 25.329 12.472 0.3325 0.3170 -0.9773 0.0437
C 4.051 24.570 13.621 -0.6799 0.3798 1.2123 -1.0961
H 3.020 28.397 12.680 0.0600 -0.1759 -0.1423 0.2433
H 3.553 27.360 14.014 -0.1009 -0.1232 0.0059 0.4358
H 2.095 26.935 13.069 -0.0929 0.0450 0.2156 0.3223
H 4.991 24.872 11.789 -0.2812 -0.1104 -0.0961 0.1632
H 4.547 23.601 13.686 0.0677 0.2325 -0.3947 0.3601
H 2.974 24.410 13.668 -0.1300 -0.2524 -0.0342 0.3031
H 4.300 25.138 14.517 0.1123 -0.1299 0.2643 0.3574
```
Forces are in eV/Å.

---

Energy above the lowest of the compared OMol25 structures with the same formula, charge and spin? In order: 0.0 129.8 112.8 kcal/mol.